A molecular structure, C2H3OS2 in a non-equilibrium geometry, computed with ωB97M-V/def2-TZVPD.

```
8
Properties=species:S:1:pos:R:3:lowdin_spin:R:1
C -0.89509 -0.10941 -1.49632 0.42
C 0.68654 0.15414 1.13941 0.14
O -0.60418 1.03095 -1.34475 0.16
S -1.60164 -1.11783 -2.52304 0.24
S -0.13169 -1.23621 0.33175 0.98
H 1.08747 0.81729 0.37530 0.03
H 1.48918 -0.23672 1.76390 0.01
H -0.03060 0.69780 1.75375 0.02
```

Summary:
* HOMO (spin up / spin down): 0.2 / -4.0 eV
* gap between HOMO and LUMO (spin up / spin down): 3.52 / 5.80 eV
* 2S+1: 3
* max |F|: 2.5 eV Å⁻¹
* charge: -1